(1)
The following is a quantum chemistry calculation of a structure of composition ArH32O16 in a non-equilibrium geometry, from the Open Molecules 2025 dataset.

## Properties
Max |F|, eV/Å: 1.44
LUMO level, eV: -0.4
Energy relative to the best compared isomer or geometry (same formula, charge and spin), kcal per mole: 0.0
Multiplicity: 1
Frontier orbital gap, eV: 8.7

CARTESIAN COORDINATES (ANGSTROEM)
Ar -0.345 0.350 -0.007
O 1.519 1.771 -2.270
H 1.866 1.479 -3.113
H 1.992 1.249 -1.622
O 1.582 -1.016 3.050
H 2.067 -0.933 3.872
H 0.832 -1.568 3.270
O 3.150 -2.012 0.975
H 2.617 -1.663 1.689
H 2.517 -2.404 0.373
O -2.720 2.689 -2.116
H -1.946 2.368 -2.580
H -3.325 2.949 -2.811
O -0.629 -2.793 3.240
H -0.862 -3.672 3.538
H -0.998 -2.732 2.359
O 3.477 0.316 -0.421
H 3.259 -0.523 -0.015
H 3.688 0.891 0.314
O -3.372 2.177 1.841
H -3.273 1.598 1.085
H -2.586 2.023 2.365
O -1.865 -1.217 -2.251
H -1.412 -0.712 -2.925
H -1.483 -2.093 -2.310
O 1.804 -1.717 -2.893
H 1.552 -2.103 -2.054
H 2.761 -1.705 -2.875
O 1.011 -3.136 -0.694
H 1.417 -4.002 -0.655
H 0.080 -3.301 -0.543
O -1.139 1.913 3.653
H -1.277 2.841 3.841
H -0.320 1.888 3.156
O 1.235 3.770 -0.138
H 1.100 3.083 -0.790
H 1.970 4.281 -0.476
O -1.755 -3.252 0.786
H -2.231 -3.969 1.206
H -2.309 -2.996 0.048
O -3.559 0.575 -0.422
H -3.228 1.269 -0.992
H -3.162 -0.226 -0.763
O -0.941 0.966 -3.563
H -0.181 1.213 -3.036
H -0.629 1.007 -4.467
O 1.070 2.346 2.318
H 1.055 2.810 1.481
H 1.928 1.922 2.341

(2)
The following is a quantum chemistry calculation of a structure of composition C21H37Cl2N2O4Tl in a non-equilibrium geometry, from the Open Molecules 2025 dataset.

## Properties
Max |F|, eV/Å: 3.40
LUMO level (alpha / beta), eV: -0.4 / -0.4
Multiplicity: 1
Frontier orbital gap (alpha / beta), eV: 6.5 / 6.5

CARTESIAN COORDINATES (ANGSTROEM)
O 0.640 -1.538 -2.330
C 1.023 -0.490 -2.814
C 2.441 -0.132 -2.991
C 3.401 -0.333 -1.999
H 3.078 -0.499 -0.972
C 4.775 -0.321 -2.310
H 5.508 -0.526 -1.510
C 5.188 -0.091 -3.626
H 6.254 -0.121 -3.878
C 4.228 0.168 -4.626
H 4.554 0.360 -5.652
C 2.871 0.156 -4.299
H 2.114 0.340 -5.073
H 0.454 0.029 -3.651
C -1.045 1.756 -2.569
C 0.246 1.530 -1.897
H -0.959 2.599 -3.257
H -1.861 1.958 -1.872
H -1.331 0.871 -3.120
C 1.331 2.383 -1.897
C 1.112 3.894 -1.989
H 2.380 2.074 -1.748
H 1.618 4.245 -2.907
H 1.502 4.441 -1.104
H 0.037 4.154 -2.080
Tl -0.163 1.717 0.245
Cl 2.115 0.852 0.862
Cl -0.980 3.767 1.054
C -0.189 1.456 3.273
O -0.787 0.641 2.467
N -0.733 1.914 4.395
C -2.024 1.461 4.898
C -0.131 3.023 5.117
H 0.812 1.825 3.028
H -2.431 0.714 4.215
H -2.712 2.313 4.977
H -1.901 1.040 5.905
H 0.794 3.345 4.631
H 0.082 2.710 6.147
H -0.838 3.864 5.140
H -5.208 -0.756 -0.055
H -4.516 -3.043 -1.338
C -4.550 -0.325 -0.823
C -3.808 -2.419 -1.903
N -3.450 -1.243 -1.123
H -4.153 0.634 -0.480
C -2.170 -0.916 -0.872
O -1.883 0.176 -0.301
H -2.905 -2.989 -2.143
H -1.379 -1.629 -1.168
H -5.159 -0.168 -1.725
H -4.296 -2.119 -2.843
C -1.464 -3.746 1.859
C -0.954 -2.339 2.103
O -0.033 -1.889 1.099
C 1.237 -2.551 1.101
C 1.945 -2.591 2.442
H -1.841 -3.866 0.835
H -2.285 -3.974 2.542
H -0.665 -4.476 2.051
H -1.771 -1.602 2.064
H -0.470 -2.263 3.090
H 1.096 -3.589 0.762
H 1.804 -2.010 0.325
H 1.462 -3.256 3.172
H 2.937 -3.017 2.273
H 2.010 -1.585 2.868

(3)
The following is a quantum chemistry calculation of a structure of composition BrNaPt in a non-equilibrium geometry, from the Open Molecules 2025 dataset.

## Properties
Max |F|, eV/Å: 2.30
LUMO level (alpha / beta), eV: -11.5 / -13.6
Energy relative to the best compared isomer or geometry (same formula, charge and spin), kcal per mole: 0.0
Multiplicity: 3
Total charge: +2
Frontier orbital gap (alpha / beta), eV: 9.6 / 7.2

CARTESIAN COORDINATES (ANGSTROEM)
Na -1.965 1.566 0.710
Pt 1.612 -1.770 -0.018
Br 0.353 0.203 -0.692